Run P
Computed, not measured: C3H3N3O in the gas phase, with ωB97M-V/def2-TZVPD.

CARTESIAN COORDINATES (ANGSTROEM)
O1 -3.00773 -0.44596 -0.89044
C1 -2.14059 0.33972 -0.61680
N1 -0.83213 -0.07562 -0.23838
C2 1.99413 -1.46313 -0.11889
N2 1.66284 -0.43680 0.36721
C3 1.08174 0.71476 0.61710
N3 -0.21045 0.92202 0.23902
H1 -2.27368 1.43879 -0.64522
H2 2.08757 -2.49510 0.18303
H3 1.63831 1.50132 1.10337

orbital gap (spin up / spin down) = 7.801 / 7.802 eV
HOMO energy (spin up / spin down) = -8.80 / -8.80 eV
LUMO level (spin up / spin down) = -1.00 / -1.00 eV

Run Q
Computed, not measured: C3H3N3O in the gas phase, with ωB97M-V/def2-TZVPD.

CARTESIAN COORDINATES (ANGSTROEM)
N1 0.00135 -2.64038 -1.15618
C1 0.49034 -1.57383 -0.80119
N2 0.92168 -0.56378 -0.25777
N3 0.66901 0.70771 -0.71623
O1 -0.51857 0.09545 1.95822
C2 -0.63053 1.14710 1.37553
C3 -0.01064 1.47108 0.04972
H1 0.45100 -3.11355 -1.93072
H2 -1.21757 1.98568 1.80266
H3 -0.15607 2.48453 -0.32404

orbital gap = 8.780 eV
HOMO energy = -9.38 eV
LUMO level = -0.60 eV
SMILES string = N=C=N/N=C\C=O

Run R
Computed, not measured: a molecular structure, C3H3N3O, with ωB97M-V/def2-TZVPD.

CARTESIAN COORDINATES (ANGSTROEM)
C1 1.64672 0.75690 -2.04874
C2 -0.13083 0.69463 -0.25450
C3 -0.15312 -0.02389 0.82382
N1 2.40978 0.90424 -2.89759
N2 1.62552 -1.04735 -0.29519
N3 0.75303 0.23473 -1.24130
O1 0.80266 -0.94631 0.83431
H1 -0.78061 1.50959 -0.36856
H2 -0.64066 0.21962 1.84164
H3 1.32389 -1.70578 -0.97823

orbital gap = 8.307 eV
HOMO energy = -8.68 eV
LUMO level = -0.38 eV

Run S
Computed, not measured: 2 unconnected molecules or ions with the total composition C3H3N3O, with ωB97M-V/def2-TZVPD.

CARTESIAN COORDINATES (ANGSTROEM)
N1 -0.78189 1.88630 -0.30147
C1 -0.19200 0.83388 -0.43196
N2 -1.98089 0.41643 1.95779
N3 -1.00683 -0.09517 2.00606
O1 1.24830 -1.58386 1.03597
C2 1.25421 -1.28808 -0.13749
C3 0.57223 -0.17746 -0.81359
H1 -1.75559 1.94096 -0.57943
H2 1.86221 -1.86652 -0.86370
H3 0.78026 -0.06648 -1.87218

orbital gap = 10.049 eV
HOMO energy = -9.70 eV
LUMO level = 0.35 eV
SMILES string = N=C=CC=O.N#N

Which is the most stable structure? run S is the most stable.

Run P
Computed, not measured: 9 unconnected molecules or ions with the total composition H18O9, with ωB97M-V/def2-TZVPD.

CARTESIAN COORDINATES (ANGSTROEM)
H1 0.91961 -0.01536 0.62754
H2 1.17158 -1.18602 -0.30846
H3 2.15204 3.33755 -1.27412
H4 1.64638 4.76545 -1.14976
H5 -0.62078 4.96706 0.61108
H6 0.17083 3.79075 1.15852
H7 -1.12412 -1.97182 -1.43324
H8 -1.71056 -3.31284 -1.02360
H9 3.47899 0.17519 -0.44447
H10 4.12715 0.89170 -1.61773
H11 -4.30064 -2.80518 -0.16230
H12 -3.11597 -2.01589 0.37025
H13 -3.84345 -0.44399 0.50916
H14 -4.53679 -0.38151 -0.84191
H15 -0.56685 0.36230 1.70910
H16 -1.42387 1.59815 1.48951
H17 3.82355 -3.94016 0.26859
H18 4.10702 -3.92903 1.76176
O1 0.46499 -0.63346 0.04423
O2 1.51853 3.88004 -0.79103
O3 -0.30176 4.08918 0.37329
O4 -1.93334 -2.37850 -1.10344
O5 4.18397 0.08370 -1.09533
O6 -3.65751 -2.13445 -0.41821
O7 -3.89996 0.08873 -0.29209
O8 -1.25508 0.89356 2.12515
O9 4.52607 -3.77520 0.90753

orbital gap = 9.039 eV
HOMO energy = -9.17 eV
LUMO level = -0.13 eV
SMILES string = O.O.O.O.O.O.O.O.O

Run Q
Computed, not measured: 9 unconnected molecules or ions with the total composition H18O9, with ωB97M-V/def2-TZVPD.

CARTESIAN COORDINATES (ANGSTROEM)
O1 19.06237 -9.22078 4.08993
H1 18.32561 -9.78725 3.81905
H2 19.15882 -9.45151 5.01091
O2 16.53832 -5.21139 2.86220
H3 16.74531 -5.13961 3.77660
H4 15.87412 -4.57050 2.83437
O3 21.66979 -7.10129 6.17704
H5 21.12014 -7.50103 6.92169
H6 20.98706 -6.88111 5.51860
O4 17.45139 -7.48415 1.86134
H7 16.68270 -8.02218 1.93659
H8 17.11209 -6.66311 2.29316
O5 22.41466 -9.33542 4.62108
H9 22.02216 -8.55862 4.10991
H10 22.55515 -9.04231 5.50776
O6 21.77144 -7.38721 1.96628
H11 21.22074 -6.75630 1.52390
H12 22.36121 -6.88592 2.59672
O7 19.71588 -6.54070 4.46510
H13 19.51202 -7.18589 3.82710
H14 18.87070 -6.24537 4.76253
O8 19.52310 -4.27164 2.86894
H15 19.60032 -4.97495 3.43105
H16 19.31037 -4.75065 2.03288
O9 17.36955 -5.62670 5.33206
H17 17.54198 -4.94803 5.92840
H18 16.75202 -6.29060 5.59332

orbital gap = 9.875 eV
HOMO energy = -10.28 eV
LUMO level = -0.41 eV
SMILES string = O.O.O.O.O.O.O.O.O

Which is the most stable structure? run Q is the most stable.

Run P
Computed, not measured: a molecular structure, H18O9, with ωB97M-V/def2-TZVPD.

CARTESIAN COORDINATES (ANGSTROEM)
H1 0.00917 0.91875 1.21664
H2 -0.76742 0.08129 0.33040
H3 -0.13817 -0.06863 2.73009
H4 1.13003 -0.82713 2.86764
H5 2.70779 -2.16477 0.12439
H6 3.77058 -3.36415 0.43740
H7 -1.48057 -1.97325 -3.06579
H8 -2.69229 -3.09899 -2.96256
H9 -3.14405 -0.22467 1.74385
H10 -1.98563 -1.30598 1.85089
H11 2.31372 4.08214 -0.62622
H12 1.44655 5.30520 -0.53475
H13 3.09625 0.80733 -2.00825
H14 1.56693 0.53158 -1.63079
H15 0.83534 -2.01338 0.23939
H16 1.63009 -0.93207 -0.50242
H17 -3.55243 2.21709 -0.51661
H18 -5.01474 2.58228 -0.68687
O1 0.03110 0.05917 0.85553
O2 0.34880 -0.68143 2.27903
O3 3.03408 -3.01955 -0.15355
O4 -2.09558 -2.42366 -2.48435
O5 -2.54714 -0.73778 2.38535
O6 2.32064 4.93630 -0.13900
O7 2.45666 0.53329 -1.25919
O8 1.14243 -1.04512 0.28335
O9 -4.42211 1.82614 -0.77357

orbital gap = 7.294 eV
HOMO energy = -7.31 eV
LUMO level = -0.02 eV

Run Q
Computed, not measured: 9 unconnected molecules or ions with the total composition H18O9, with ωB97M-V/def2-TZVPD.

CARTESIAN COORDINATES (ANGSTROEM)
O1 -0.93552 -0.94656 -3.03407
H1 -1.32952 -0.13956 -2.62907
H2 -1.41452 -1.12656 -3.81507
O2 -0.45152 3.33044 0.37193
H3 -1.03952 3.76544 -0.22607
H4 -1.03652 2.65344 0.75393
O3 -2.36052 1.54244 1.14693
H5 -2.59352 2.25544 1.73493
H6 -1.86552 0.95344 1.70293
O4 3.05048 -2.56056 -0.60507
H7 2.32648 -2.08656 -1.05407
H8 3.35348 -3.22956 -1.29707
O5 -0.40852 -2.15956 1.46593
H9 0.37648 -2.46356 1.07593
H10 -0.09152 -1.36356 1.90593
O6 1.50748 2.22844 1.96293
H11 1.94348 1.69744 1.24993
H12 1.02748 2.87144 1.51093
O7 2.89248 0.26744 0.46193
H13 2.68948 -0.16856 1.28193
H14 2.15848 0.06944 -0.08107
O8 -2.35752 -1.80956 -0.81407
H15 -3.28952 -1.83856 -0.83607
H16 -2.06152 -1.42756 -1.61007
O9 0.35148 -0.14056 -0.34707
H17 -0.20652 0.62244 -0.29307
H18 -0.23552 -0.79656 0.01593

orbital gap = 10.451 eV
HOMO energy = -10.48 eV
LUMO level = -0.03 eV
SMILES string = O.O.O.O.O.O.O.O.O

Run R
Computed, not measured: 9 unconnected molecules or ions with the total composition H18O9, with ωB97M-V/def2-TZVPD.

CARTESIAN COORDINATES (ANGSTROEM)
O1 1.76050 -2.07096 -1.39142
H1 1.69455 -2.13586 -2.35024
H2 2.49014 -1.43844 -1.23679
O2 -1.41136 -2.00700 -1.69228
H3 -1.51805 -2.96289 -1.71788
H4 -0.45870 -1.86788 -1.76557
O3 2.13977 -0.20041 2.66034
H5 1.70959 -0.20418 1.79029
H6 1.64779 0.44871 3.17158
O4 -2.25765 1.91590 2.51602
H7 -2.69509 1.51548 3.27306
H8 -1.68576 1.21680 2.17383
O5 0.36206 2.96710 -0.83918
H9 0.63738 2.14760 -0.40357
H10 1.08111 3.58790 -0.69265
O6 -2.96747 0.54315 -2.08484
H11 -3.51860 0.29587 -1.33974
H12 -2.23228 -0.08243 -2.06258
O7 0.69523 0.24759 0.22711
H13 -0.26139 0.38775 0.29999
H14 0.80200 -0.37697 -0.50513
O8 -2.09675 -0.58998 1.08579
H15 -2.02086 -1.53495 1.25452
H16 -3.01369 -0.45684 0.82786
O9 3.57092 -0.14185 -0.46680
H17 3.21055 0.51753 0.13878
H18 4.33604 0.27925 -0.87052

orbital gap = 11.057 eV
HOMO energy = -11.02 eV
LUMO level = 0.04 eV
SMILES string = O.O.O.O.O.O.O.O.O

Which is the most stable structure? run R is the most stable.

Run P
Computed, not measured: 2 unconnected molecules or ions with the total composition C3H11N2O, with ωB97M-V/def2-TZVPD.

CARTESIAN COORDINATES (ANGSTROEM)
C1 1.69897 -0.63351 1.30161
C2 0.32527 -0.29373 0.81994
C3 0.04787 1.02995 0.77939
N1 -0.91437 1.56721 -0.31308
N2 -0.52663 -1.24090 0.25594
H1 1.85235 -0.59150 2.38847
H2 2.34103 0.09683 0.81177
H3 1.99521 -1.66625 1.05584
H4 0.67404 1.77699 1.28304
H5 -1.74849 1.99584 0.14705
H6 -1.21698 0.81691 -1.04151
H7 -0.33811 2.18742 -0.87037
H8 -1.32940 -1.56885 0.78093
H9 -0.08367 -2.07086 -0.10992
H10 -0.52677 -0.63113 -1.80080
H11 -1.15515 -0.69273 -3.11968
O1 -1.09516 -0.08167 -2.36862

orbital gap = 10.371 eV
HOMO energy = -13.57 eV
total charge = +1
LUMO level = -3.20 eV

Run Q
Computed, not measured: 2 unconnected molecules or ions with the total composition C3H11N2O, with ωB97M-V/def2-TZVPD.

CARTESIAN COORDINATES (ANGSTROEM)
C1 -0.50291 -1.19333 -1.32622
C2 1.02485 -1.13316 0.75127
C3 0.46696 -0.52645 -0.44904
N1 2.14912 0.93412 -0.30887
N2 -1.52539 0.74178 0.63323
O1 1.02920 0.52938 -0.91296
H1 -1.05502 -0.43052 -1.85872
H2 0.14852 -1.76942 -2.01524
H3 -1.14239 -1.86338 -0.78776
H4 1.45968 -0.53848 1.57297
H5 0.28104 -1.93854 1.06317
H6 1.91045 -1.69506 0.23126
H7 2.24891 0.85143 0.70318
H8 2.59172 1.77353 -0.64793
H9 -0.84844 0.94435 1.32378
H10 -2.29283 0.21644 1.22610
H11 -1.91920 1.55223 0.13396

orbital gap = 10.016 eV
HOMO energy = -14.24 eV
total charge = +1
LUMO level = -4.23 eV

Run R
Computed, not measured: 2 unconnected molecules or ions with the total composition C3H11N2O, with ωB97M-V/def2-TZVPD.

CARTESIAN COORDINATES (ANGSTROEM)
C1 -3.00580 0.92241 -0.40699
O1 -3.15162 1.15173 1.04035
H1 -1.92901 0.70163 -0.65340
H2 -3.55464 0.00859 -0.62809
H3 -3.39218 1.83224 -0.91483
H4 -2.91431 2.07686 1.14399
C2 1.35865 -0.50230 -0.64713
C3 1.30482 -1.11908 0.55975
N1 0.29941 -1.13814 1.49820
N2 2.71036 -0.11069 -1.03186
H5 0.56314 -0.08523 -1.27358
H6 2.24352 -1.68902 0.81694
H7 0.56804 -1.50729 2.39858
H8 -0.50272 -0.49674 1.43304
H9 3.27096 0.30495 -0.25953
H10 2.81161 0.54531 -1.81584
H11 3.31977 -0.89522 -1.25960

orbital gap = 9.328 eV
HOMO energy = -13.08 eV
total charge = +1
LUMO level = -3.75 eV

Run S
Computed, not measured: 2 unconnected molecules or ions with the total composition C3H11N2O, with ωB97M-V/def2-TZVPD.

CARTESIAN COORDINATES (ANGSTROEM)
C1 -0.59192 2.04215 1.01186
C2 0.45479 0.87734 1.02921
N1 -0.39382 -2.47803 -0.27949
C3 0.22533 -1.35944 0.02162
N2 -0.16896 -0.42048 0.87984
H1 -1.06568 1.84597 2.03242
H2 -1.26765 2.02933 0.14736
H3 -0.01751 2.99981 0.98219
H4 1.05609 1.03780 1.88783
H5 1.04412 1.04096 0.14743
H6 -1.35337 -2.27687 -0.28135
H7 -0.10775 -3.45933 0.05481
H8 1.21679 -1.42908 -0.39312
H9 -1.11639 -0.53713 1.41281
H10 0.96801 0.75883 -2.86016
H11 0.30713 -0.48687 -3.24231
O1 0.81080 -0.18495 -2.55097

orbital gap = 11.050 eV
HOMO energy = -15.15 eV
total charge = +1
LUMO level = -4.10 eV

Which is the most stable structure? run P is the most stable.